#A
DFT (ωB97M-V/def2-TZVPD) results for a 2-piece molecular cluster, C2H11N2O overall.

The geometry in ORCA input format:
```
! RIJCOSX wB97M-V def2-TZVPD def2/J DEFGRID3
* xyz 1 1
C 1.3023 0.5953 0.5698
N 0.1206 1.2539 1.0471
C 1.2476 -0.9577 0.5478
N 0.0191 -1.4082 -0.3273
H 2.3336 0.8974 0.8860
H 1.2903 0.8013 -0.5366
H -0.0397 1.2669 2.0813
H 0.3267 2.2934 0.8462
H 1.0978 -1.6335 1.4793
H 2.1348 -1.3513 0.1113
H 0.3928 -1.4394 -1.2837
H -0.4104 -2.3479 -0.2164
H -0.6274 -0.6492 -0.2726
H -2.4482 0.4992 -2.3734
H -2.8732 0.5081 -0.7690
O -2.1818 0.5511 -1.4621
*
```

Mulliken population analysis, charges in e, atoms 1 to 8: number 1, C, carries -0.524; number 2, N, carries -0.527; number 3, C, carries -0.558; number 4, N, carries -0.297; number 5, H, carries 0.379; number 6, H, carries 0.342; number 7, H, carries 0.261; number 8, H, carries 0.281


#B
DFT (ωB97M-V/def2-TZVPD) results for a 2-piece molecular cluster, C2H11N2O overall.

The geometry in ORCA input format:
```
! RIJCOSX wB97M-V def2-TZVPD def2/J DEFGRID3
* xyz 1 1
C 2.2064 -0.6421 -0.2842
N 1.7875 0.3528 -1.2700
H 3.1923 -0.9667 -0.5056
H 2.4556 -0.2078 0.7116
H 1.5047 -1.4501 -0.0653
H 1.7244 -0.0312 -2.2084
H 2.5345 1.0352 -1.3140
H 0.1095 0.9599 -0.5663
N -0.8230 0.9005 -0.0451
C -1.0849 -0.2852 0.8837
O -2.4391 -0.5068 0.8513
H -1.5472 0.8807 -0.7901
H -1.0342 1.8590 0.2618
H -0.6349 -1.2069 0.5053
H -0.8593 0.0462 1.8998
H -3.0431 0.0817 1.3187
*
```

Mulliken population analysis, charges in e, atoms 1 to 8: number 1, C, carries -0.922; number 2, N, carries -0.646; number 3, H, carries 0.406; number 4, H, carries 0.352; number 5, H, carries 0.280; number 6, H, carries 0.229; number 7, H, carries 0.240; number 8, H, carries 0.348


Computed energies relative to the best structure, in hartree: #A 0.0000; #B 0.0063


#A
DFT (ωB97M-V/def2-TZVPD) results for a 3-piece molecular cluster, C3H12NO3 overall.

The geometry in ORCA input format:
```
! RIJCOSX wB97M-V def2-TZVPD def2/J DEFGRID3
* xyz 1 1
O 1.2038 -0.8888 2.0183
C 0.4802 0.0614 1.9060
C -0.0623 0.4695 0.5461
C 0.6275 1.7802 0.1465
N 0.3215 -0.6216 -0.3660
H 0.2028 0.7414 2.7281
H -1.1430 0.5579 0.6142
H 1.6708 1.5880 -0.0864
H 0.5955 2.4938 0.9646
H 0.1389 2.2454 -0.7002
H -0.3813 -1.3743 -0.2834
H 1.1329 -1.0776 0.0707
H 0.4823 -0.4026 -1.3714
H 0.5485 0.9197 -3.5664
H -0.9466 0.8503 -3.0686
O -0.0388 0.5466 -2.9031
H -2.2953 -2.2323 1.3435
H -1.0448 -3.2232 1.1617
O -1.4927 -2.4336 0.8459
*
```

Mulliken population analysis, charges in e, atoms 1 to 8: number 1, O, carries -0.464; number 2, C, carries 0.117; number 3, C, carries 0.044; number 4, C, carries -1.389; number 5, N, carries -0.214; number 6, H, carries 0.402; number 7, H, carries 0.316; number 8, H, carries 0.396


#B
DFT (ωB97M-V/def2-TZVPD) results for a 4-piece molecular cluster, C3H12NO3 overall.

The geometry in ORCA input format:
```
! RIJCOSX wB97M-V def2-TZVPD def2/J DEFGRID3
* xyz 1 1
C -0.9654 -0.5351 1.7636
C -1.7863 0.3455 2.3186
C 0.1681 -0.6822 -0.3182
N -0.0275 -0.0576 0.7696
H -1.1324 -1.5944 1.8022
H -1.7439 1.3779 2.0084
H -2.4704 0.0661 3.1175
H 0.8862 -0.2189 -0.9746
H -0.1889 -1.6329 -0.6334
H 0.3500 0.8648 0.9348
H -0.2766 -2.1810 -3.1575
H -1.1347 -0.9197 -3.3724
O -0.5874 -1.3890 -2.7179
H 2.7583 0.1942 1.7930
H 3.2241 0.2171 0.3728
O 2.5308 -0.1578 0.9250
H -0.6727 2.6103 -1.1110
H 0.5118 2.5681 -2.1704
O 0.0173 2.0780 -1.4968
*
```

Mulliken population analysis, charges in e, atoms 1 to 8: number 1, C, carries -0.092; number 2, C, carries -0.639; number 3, C, carries -0.333; number 4, N, carries 0.059; number 5, H, carries 0.378; number 6, H, carries 0.231; number 7, H, carries 0.268; number 8, H, carries 0.335


Computed energies relative to the best structure, in hartree: #A 0.0000; #B 0.0664


#A
DFT (ωB97M-V/def2-TZVPD) results for one molecule with the formula C10H20N2.

## Properties
Structure (SMILES): C1CCN(C2CCNCC2)CC1

The geometry in ORCA input format:
```
! RIJCOSX wB97M-V def2-TZVPD def2/J DEFGRID3
* xyz 0 1
C 0.1354 -3.2120 0.1399
C -0.2892 -2.6439 1.4880
C 0.3694 -1.3358 1.7922
C 1.0039 -0.9030 -0.4302
C 0.2615 -2.1033 -1.0499
C -0.0438 0.9552 0.8088
C -1.4546 1.2771 0.1458
C -1.3605 1.7346 -1.2612
C 0.6772 2.7884 -1.0259
C 0.8488 2.1986 0.4192
H -0.6910 -3.8443 -0.2613
H 1.1277 -3.6870 0.1685
H -1.3869 -2.5248 1.4053
H 0.0371 -3.4503 2.1873
H -0.1236 -0.9296 2.6345
H 1.4161 -1.5431 1.9645
H 1.1895 -0.2019 -1.2522
H 2.0827 -1.2186 -0.0545
H 0.9196 -2.4189 -1.8757
H -0.7787 -2.0140 -1.4610
H -0.2787 1.0322 1.8918
H -1.8801 2.0867 0.7683
H -2.2117 0.4952 0.2386
H -0.9068 0.8928 -1.9354
H -2.4009 1.7438 -1.5304
H -0.7350 3.3681 -2.2582
H 1.1097 3.7770 -1.1395
H 1.2296 2.1065 -1.6313
H 1.8482 1.9852 0.5910
H 0.5657 3.0366 1.1098
N 0.3907 -0.4009 0.7524
N -0.6711 2.9531 -1.3390
*
```

Mulliken population analysis, charges in e, atoms 1 to 8: number 1, C, carries -0.805; number 2, C, carries -0.389; number 3, C, carries -0.891; number 4, C, carries -0.663; number 5, C, carries -0.717; number 6, C, carries -0.149; number 7, C, carries -0.869; number 8, C, carries -0.461


#B
DFT (ωB97M-V/def2-TZVPD) results for one molecule with the formula C10H20N2.

The geometry in ORCA input format:
```
! RIJCOSX wB97M-V def2-TZVPD def2/J DEFGRID3
* xyz 0 1
C 1.9787 -1.7073 -0.3302
C 2.0220 -0.4605 -0.7856
C 0.8272 -2.2621 0.4515
C 1.0309 0.6101 -0.5472
C 0.5915 1.2527 -1.8403
C 1.7997 0.9932 1.8564
C -2.6629 0.0276 1.3083
C -2.5045 -0.1721 -1.1883
C 1.3700 1.6121 0.5339
C -1.7673 0.2729 0.0833
N -0.4327 -1.6754 0.0270
N -0.5041 -0.3612 0.3627
H 2.7689 -2.3998 -0.5880
H 2.8374 -0.1713 -1.4484
H 0.7556 -3.3440 0.3120
H 0.9338 -2.0510 1.5195
H -0.2295 1.9482 -1.6849
H 0.2900 0.5015 -2.5692
H 1.4261 1.8114 -2.2719
H 2.0110 1.7781 2.5801
H 2.6927 0.3865 1.7316
H 1.0012 0.3653 2.2378
H -2.8699 -1.0337 1.4084
H -2.1556 0.3639 2.2054
H -3.5999 0.5643 1.2043
H -2.8544 -1.1972 -1.0882
H -1.8654 -0.0988 -2.0647
H -3.3687 0.4695 -1.3446
H 2.1736 2.2612 0.1598
H 0.4950 2.2428 0.7056
H -1.5744 1.3498 0.0256
H -0.6160 -1.8768 -0.9619
*
```

Mulliken population analysis, charges in e, atoms 1 to 8: number 1, C, carries -0.330; number 2, C, carries -1.088; number 3, C, carries -0.732; number 4, C, carries 1.854; number 5, C, carries -2.025; number 6, C, carries -1.194; number 7, C, carries -1.612; number 8, C, carries -1.523


Computed energies relative to the best structure, in hartree: #A 0.0000; #B 0.0234


#A
DFT (ωB97M-V/def2-TZVPD) results for one molecule with the formula C2HClF2O2.

## Properties
Structure (SMILES): OOC(Cl)=C(F)F

The geometry in ORCA input format:
```
! RIJCOSX wB97M-V def2-TZVPD def2/J DEFGRID3
* xyz 0 1
C -1.9008 0.9564 0.5202
C -2.3004 0.5533 -0.6725
O 0.4887 0.7861 1.1637
O -0.6422 0.0130 1.0453
F -3.3462 1.1413 -1.2426
F -1.8497 -0.4199 -1.4411
Cl -2.3358 2.1268 1.5599
H 0.9436 0.5143 0.4248
*
```

Just the Mulliken charges please, in e? Sure, here they are: number 1, C, carries 0.386; number 2, C, carries 0.364; number 3, O, carries -0.313; number 4, O, carries -0.243; number 5, F, carries -0.199; number 6, F, carries -0.190; number 7, Cl, carries -0.125; number 8, H, carries 0.320


#B
DFT (ωB97M-V/def2-TZVPD) results for one molecule with the formula C2HClF2O2.

## Properties
Structure (SMILES): O=C(OF)[C@@H](F)Cl

The geometry in ORCA input format:
```
! RIJCOSX wB97M-V def2-TZVPD def2/J DEFGRID3
* xyz 0 1
C -1.3802 -1.1487 0.3088
C 0.0106 -0.5835 0.8038
O -1.7366 -2.2316 0.1871
O -2.0380 0.0623 0.0762
F 0.2340 -0.7985 2.1284
F -3.3934 -0.0451 -0.3070
Cl 1.1830 -1.5078 -0.1660
H -0.1206 0.4833 0.5662
*
```

Just the Mulliken charges please, in e? Sure, here they are: number 1, C, carries 0.408; number 2, C, carries 0.279; number 3, O, carries -0.354; number 4, O, carries -0.115; number 5, F, carries -0.206; number 6, F, carries -0.132; number 7, Cl, carries -0.136; number 8, H, carries 0.257


Computed energies relative to the best structure, in hartree: #A 0.0385; #B 0.0000


#A
DFT (ωB97M-V/def2-TZVPD) results for C5H12 as an isolated structure.

The geometry in ORCA input format:
```
! RIJCOSX wB97M-V def2-TZVPD def2/J DEFGRID3
* xyz 0 1
C 2.2717 -0.1511 0.1892
C 0.8821 -0.6190 0.5843
C -0.8658 -0.1567 -0.8085
C -0.7552 1.3400 -0.7311
C -1.9359 -0.6960 0.0982
H 2.2564 0.8936 -0.1393
H 2.9688 -0.2236 1.0322
H 2.6729 -0.7557 -0.6308
H 0.3990 0.0345 1.3118
H 0.8572 -1.6504 0.9532
H 0.2922 -0.7237 -0.4758
H -1.5344 1.7195 -1.4082
H -0.9439 1.7894 0.2608
H 0.1966 1.7144 -1.1222
H -2.0653 -0.1699 1.0611
H -2.8752 -0.5766 -0.4611
H -1.8213 -1.7686 0.2861
*
```

Mulliken population analysis, charges in e, atoms 1 to 8: number 1, C, carries -1.024; number 2, C, carries -0.551; number 3, C, carries -0.157; number 4, C, carries -1.135; number 5, C, carries -1.157; number 6, H, carries 0.267; number 7, H, carries 0.346; number 8, H, carries 0.301


#B
DFT (ωB97M-V/def2-TZVPD) results for one molecule with the formula C5H12.

## Properties
Structure (SMILES): CCC(C)C

The geometry in ORCA input format:
```
! RIJCOSX wB97M-V def2-TZVPD def2/J DEFGRID3
* xyz 0 1
C -0.2177 0.0077 -2.0659
C 0.4449 0.5662 -0.7942
C 0.2403 -0.3213 0.4311
C 0.9594 0.3191 1.6197
C -1.2258 -0.5959 0.7483
H -0.0851 0.7383 -2.8756
H -1.2909 -0.1568 -1.9641
H 0.2763 -0.9362 -2.3185
H 1.5181 0.7127 -0.9908
H 0.0085 1.5227 -0.5289
H 0.7109 -1.2952 0.2673
H 0.4895 1.2700 1.9085
H 2.0424 0.4963 1.4171
H 0.9563 -0.3060 2.5334
H -1.3064 -1.1547 1.7023
H -1.8112 0.3299 0.9208
H -1.7095 -1.1968 -0.0106
*
```

Mulliken population analysis, charges in e, atoms 1 to 8: number 1, C, carries -1.202; number 2, C, carries -0.572; number 3, C, carries 0.816; number 4, C, carries -1.517; number 5, C, carries -1.468; number 6, H, carries 0.368; number 7, H, carries 0.311; number 8, H, carries 0.293


Computed energies relative to the best structure, in hartree: #A 0.1483; #B 0.0000


#A
DFT (ωB97M-V/def2-TZVPD) results for a 2-piece molecular cluster, C5H12 overall.

## Properties
Structure (SMILES): C=CC.CC

The geometry in ORCA input format:
```
! RIJCOSX wB97M-V def2-TZVPD def2/J DEFGRID3
* xyz 0 1
C -2.6946 -0.5357 -1.0107
C -2.1658 0.8760 -1.1521
H -2.9786 -0.9014 -1.9999
H -3.5268 -0.5778 -0.3820
H -1.8460 -1.0913 -0.7669
H -2.8947 1.4583 -1.5754
H -1.8539 1.3849 -0.2837
H -1.4111 0.8496 -1.9378
C 1.8348 -0.5815 1.9642
C 2.4289 -0.5376 0.5370
C 2.4783 0.6990 -0.0781
H 1.5930 0.3870 2.3707
H 1.0978 -1.3069 2.0921
H 2.5245 -0.9660 2.6829
H 2.4060 -1.6024 0.1369
H 2.6077 0.8030 -1.1563
H 2.4006 1.6427 0.5590
*
```

Mulliken population analysis, charges in e, atoms 1 to 8: number 1, C, carries -0.838; number 2, C, carries -0.951; number 3, H, carries 0.257; number 4, H, carries 0.323; number 5, H, carries 0.267; number 6, H, carries 0.365; number 7, H, carries 0.314; number 8, H, carries 0.259


#B
DFT (ωB97M-V/def2-TZVPD) results for a 2-piece molecular cluster, C5H12 overall.

## Properties
Structure (SMILES): C=CC.CC

The geometry in ORCA input format:
```
! RIJCOSX wB97M-V def2-TZVPD def2/J DEFGRID3
* xyz 0 1
C 0.2487 -3.1365 0.4161
C -0.8667 -1.9890 0.6134
H -0.0652 -4.1069 0.3736
H 0.8113 -3.1846 1.3954
H 0.6224 -3.0512 -0.6667
H -1.4821 -2.2315 1.4434
H -0.4420 -1.0206 0.9089
H -1.4843 -1.7800 -0.1878
C 0.4644 2.1462 0.7819
C 0.5920 1.8276 -0.6112
C -0.3821 1.7322 -1.5415
H -0.3971 2.7557 0.9082
H 0.5890 1.2064 1.3071
H 1.2052 2.5118 1.4074
H 1.6839 1.8406 -0.7991
H -0.2333 1.0578 -2.3986
H -1.1452 2.5198 -1.6447
*
```

Mulliken population analysis, charges in e, atoms 1 to 8: number 1, C, carries -0.871; number 2, C, carries -0.628; number 3, H, carries 0.358; number 4, H, carries 0.262; number 5, H, carries 0.238; number 6, H, carries 0.341; number 7, H, carries -0.061; number 8, H, carries 0.363


#C
DFT (ωB97M-V/def2-TZVPD) results for one molecule with the formula C5H12.

## Properties
Structure (SMILES): CCCCC

The geometry in ORCA input format:
```
! RIJCOSX wB97M-V def2-TZVPD def2/J DEFGRID3
* xyz 0 1
C -0.9520 2.2319 -0.8842
C -0.7119 0.7292 -0.9088
C 0.0511 0.1268 0.2828
C 0.3197 -1.3555 0.1650
C 1.3653 -1.9327 1.1076
H -1.4832 2.6831 -1.7334
H -0.0777 2.8458 -0.6472
H -1.6134 2.4033 -0.0363
H -0.2807 0.4622 -1.8431
H -1.8332 0.3580 -0.8555
H 1.0269 0.6471 0.3082
H -0.4829 0.4115 1.2068
H -0.6473 -1.8571 0.3661
H 0.5872 -1.5438 -0.8940
H 2.1121 -1.1684 1.2799
H 0.9191 -2.1037 2.0971
H 1.7009 -2.9378 0.9890
*
```

Mulliken population analysis, charges in e, atoms 1 to 8: number 1, C, carries -1.272; number 2, C, carries -0.335; number 3, C, carries -0.571; number 4, C, carries -0.311; number 5, C, carries -1.205; number 6, H, carries 0.338; number 7, H, carries 0.333; number 8, H, carries 0.317


Computed energies relative to the best structure, in hartree: #A 0.0539; #B 0.1143; #C 0.0000